161
Properties=species:S:1:pos:R:3:mulliken_charge:R:1 method="wB97M-V/def2-TZVPD" total_energy_ha=-5968.763560 max_force_ev_per_a=2.4 orbital_gap_ev=5.060 e_homo_ev=-1.40 total_charge=-2 e_lumo_ha=0.134 multiplicity=1
H -0.34081 -4.18711 0.00923 0.4650
H -3.39918 1.97321 2.18486 0.5500
C 6.68997 0.54658 1.34108 -0.4264
H 4.20752 -2.56095 -4.28491 0.4792
H 6.84708 0.05429 4.29618 0.3534
H 2.75054 4.47115 -5.96352 0.2935
C -2.01581 3.49760 0.18037 -2.0542
C -5.01439 -1.55956 -0.83644 -0.1831
H -5.18234 -5.01762 -1.18208 0.4452
C 3.87901 -1.74622 -1.76077 -1.9695
H -2.68865 -2.62291 0.06210 0.2139
H -1.87901 0.60080 -2.41575 -0.6758
H 0.61847 -4.11553 6.87998 0.4170
C -3.51653 -3.33105 0.05261 -1.9979
H -1.41101 2.83600 3.04499 0.4948
C -8.36904 0.13461 0.06504 2.2198
N -1.33724 0.88983 -3.26218 0.7976
C -4.62418 0.79767 -0.36090 0.4330
S 3.37272 0.73988 0.36744 -0.8199
N 0.04419 1.71816 1.98820 0.8975
C 1.67116 -3.83079 6.82003 -2.2732
C -9.22911 -1.08770 -0.26240 -2.1895
C 1.82453 -2.34794 6.47636 2.4202
C 2.75196 3.09106 -3.53919 -0.6606
H -6.32290 1.90626 0.26812 0.4580
S -0.17796 -1.48139 -3.18383 -0.4043
H -2.62208 0.51226 1.53150 0.1809
H -6.32522 -3.86697 -1.89212 0.5374
C -3.81543 2.07435 -0.35430 -1.5462
C -0.88974 2.56785 -4.83709 -0.5328
C 4.33136 -0.86694 -2.93076 2.9660
C 3.82999 -1.53550 -4.22254 -1.5655
H 4.36069 -2.72583 -1.85529 0.6831
C -8.87170 1.29830 -0.80583 -1.7276
H -4.02400 -3.28768 1.01939 0.7409
H 1.27047 -0.46175 7.41107 0.2877
C -5.62256 -4.02432 -1.06844 -2.7558
H -2.25878 -4.21105 3.31379 0.2715
H -7.04131 -2.17816 -0.65803 0.5242
H -3.68477 2.40641 -1.39315 0.5239
H -8.95467 -1.94510 0.35516 0.3599
C 1.18916 -1.98979 5.13488 -0.7176
H -1.56920 3.45730 -1.90588 0.2089
C 1.06207 3.22258 0.12799 -0.8791
N 0.23138 0.44938 -4.96988 -0.4247
H 5.67145 4.67692 -3.57529 0.3633
C 4.93201 -1.47978 2.58607 -0.4423
H 2.73992 -1.57524 -4.23123 0.1985
H -2.79517 -2.66849 -2.39428 0.0926
H -9.12598 -1.36868 -1.31272 0.3975
C 0.17804 -5.02837 2.38444 -2.4296
H 0.55024 1.92445 -6.32690 0.4086
H 6.24694 -1.86459 -2.73418 0.4939
C -6.36066 -1.34281 -0.57266 -0.4562
C 6.00755 0.74329 4.17722 -1.1886
C 3.32749 -2.02552 6.45529 -1.6020
H -0.73162 4.74028 -1.01102 0.2007
H -9.63248 0.70482 1.75418 0.4405
C 2.72674 1.10148 -2.18037 -1.1501
H -8.67205 1.08778 -1.85845 0.3407
H -7.98691 1.36010 1.82395 0.3094
H 5.89041 -1.93512 2.84785 0.4697
O -2.86065 -0.55197 -1.18637 -0.2990
C -4.10100 -0.45089 -0.81420 -0.5819
H -10.28132 -0.85934 -0.07141 0.4454
H -0.10410 -5.46556 3.34533 0.4044
H 1.76856 0.08428 5.21692 0.3255
H 4.58429 -1.86282 1.62825 0.0869
H 4.15694 -0.98510 -5.10937 0.2063
H 5.18737 1.02089 -4.50413 0.3030
N 0.11959 2.81244 -0.89440 1.8135
C -3.77948 -3.11446 -2.43448 -1.8801
H 6.59479 2.78730 -4.95736 0.3903
H -1.40212 1.10071 3.32315 0.7231
H -1.54013 3.78378 1.10828 0.6173
C -2.03325 -3.86745 2.30016 -1.5615
H 1.30163 4.30309 0.03975 0.3143
H 1.89569 0.94726 2.40758 -0.4833
H 7.06387 1.57107 1.30944 0.3415
H -4.35732 -2.63142 -3.22792 0.3832
C 4.99196 4.92759 -4.39211 -1.6515
H 5.66773 2.15666 -6.33178 0.3885
H 2.80048 -1.89245 -1.76231 0.2829
H 0.08740 -1.75350 7.63173 0.3766
O -1.00019 -0.75769 1.86736 -0.6529
C -4.49767 -2.98377 -1.08136 3.1064
C 0.94889 1.06319 2.94445 -0.9862
C 0.67776 2.98843 1.59938 -1.2966
C 5.88792 3.05150 -5.74588 -2.2019
C 3.79383 0.58657 -2.95472 0.9988
C 3.91071 2.69449 -4.19393 -0.3398
H 3.81761 -2.59355 5.66202 0.2628
H 0.80617 -2.94773 0.55802 0.5322
C 1.21595 -0.67636 4.66776 -0.6780
H -2.42414 -4.60037 1.58546 0.5757
H 4.15869 4.69882 -7.01410 0.4646
C 4.36104 1.41162 -3.92725 -0.3848
Tl -0.19481 0.45563 -0.22760 1.5786
C 0.60717 -2.93438 4.27916 -0.1724
C 0.71930 2.79944 -2.23295 -0.8192
H 1.59625 -1.76531 8.56884 0.4731
H 1.14634 1.73186 3.80286 0.1729
H 2.15964 -4.45961 6.07303 0.3786
C -8.57921 0.48767 1.54478 -1.6527
C 3.67038 4.00659 -6.32039 -1.6783
H -0.10569 -5.73823 1.60346 0.5015
H 0.65511 -3.97957 4.55282 0.3596
C -0.21865 -3.31568 0.65894 -1.5628
C -1.04180 3.67648 -0.97235 -0.9906
H 7.47851 -0.11498 1.71033 0.3908
C 4.60943 3.65228 -5.15862 1.9275
H 0.04479 2.21242 -2.86905 -1.7501
H 3.39898 3.10207 -6.86907 0.3096
H 2.29717 4.04095 -3.80052 0.4885
H -0.88996 -2.53700 0.31238 -0.6713
H 4.18717 -1.74043 3.33929 -0.1489
C -0.42041 0.02385 -3.84594 0.4133
C -0.18585 -1.21109 2.75631 -0.0074
H -6.18004 -4.01382 -0.12903 0.4313
H -2.53541 -2.91359 2.13353 0.0948
H -3.65343 -4.17056 -2.69315 0.4636
H 0.08268 3.82743 1.97324 0.4374
H 5.30731 0.58267 4.99867 0.2383
C 0.58595 -0.29059 3.49990 1.1275
H 4.11291 5.40131 -3.95466 0.2998
O 2.27428 0.46601 -1.08247 -0.3472
H -8.26611 -0.34609 2.17643 0.3443
H -2.84498 4.21010 0.03774 0.5128
H 3.49786 -0.96508 6.26398 0.2516
H 1.26388 -4.90963 2.35755 0.4094
N -2.49979 2.13333 0.27323 2.2384
H 5.48439 5.64921 -5.05205 0.4395
H 6.23590 -0.20319 -2.12498 0.3100
C 5.87168 -0.85538 -2.92135 -2.1467
H 1.63497 3.07877 2.12290 0.5104
C 1.15583 -1.53097 7.59306 -1.8190
H 2.13588 -4.03632 7.78872 0.4403
H -3.10831 -4.33761 -0.08331 0.5301
C -1.55672 2.11703 -3.73660 -0.0350
C 0.00243 1.65246 -5.42800 -0.2770
C -0.02103 -2.59453 3.08355 -0.6367
H 0.67259 3.83085 -2.61866 0.4235
H 6.37711 1.76821 4.23514 0.3860
H 1.98261 2.66888 -0.04934 0.1668
C -1.30069 1.85906 2.54424 -2.1124
C -2.51905 1.59518 1.62994 -0.7796
C -5.97362 0.93432 -0.07165 -0.7885
C 2.12629 2.31738 -2.56884 1.2227
H 6.29570 -0.51916 -3.86968 0.3798
H 3.79931 -2.28381 7.40979 0.5033
C -0.51837 -3.68538 2.12285 3.7023
As 5.06392 0.46678 2.44135 0.8882
H 6.36611 3.77923 -6.40701 0.4424
H -4.45373 2.83388 0.13647 0.1869
H 6.41087 0.25834 0.32929 -0.3312
H -9.94934 1.44353 -0.67555 0.4772
H 4.16373 -1.31124 -0.80589 -0.0428
H -1.03489 3.56110 -5.23152 0.4620
H -2.29695 2.70248 -3.20487 0.8807
H -8.36865 2.23176 -0.55157 0.3144
C -6.88499 -0.10480 -0.20606 -0.9513